Below is a structure of composition C37H42AsN2PSe2Te2Tl in a non-equilibrium geometry, with properties calculated with ωB97M-V/def2-TZVPD.

Atoms and positions in Å:
1 Tl -0.093 0.736 0.345
2 Se 2.219 -1.080 -0.434
3 Te 3.315 0.176 1.388
4 Te 1.665 -0.488 3.469
5 Se -0.206 1.093 3.576
6 C -1.767 4.396 -1.997
7 C -1.129 5.009 -0.676
8 C -0.978 6.559 -0.858
9 C -2.059 4.795 0.563
10 P 0.527 4.099 -0.245
11 C 1.185 5.176 1.001
12 C 1.173 4.633 2.291
13 C 1.740 5.329 3.349
14 C 2.290 6.600 3.097
15 C 2.318 7.124 1.844
16 C 1.836 6.407 0.769
17 C 1.763 4.223 -1.743
18 C 1.439 2.986 -2.664
19 C 1.746 5.490 -2.644
20 C 3.192 4.051 -1.107
21 H -2.766 4.824 -2.114
22 H -2.003 3.356 -1.835
23 H -1.094 4.538 -2.870
24 H -1.980 6.868 -1.188
25 H -0.263 6.860 -1.626
26 H -0.796 7.103 0.084
27 H -3.127 5.127 0.281
28 H -1.695 5.358 1.433
29 H -2.176 3.769 0.888
30 H 0.660 3.654 2.420
31 H 1.741 4.894 4.314
32 H 2.608 7.130 3.971
33 H 2.587 8.198 1.698
34 H 1.913 6.760 -0.258
35 H 0.407 3.027 -2.935
36 H 1.688 2.155 -2.041
37 H 2.094 2.938 -3.518
38 H 0.750 5.684 -3.053
39 H 2.498 5.334 -3.427
40 H 2.032 6.400 -2.107
41 H 3.178 3.096 -0.605
42 H 3.400 4.832 -0.357
43 H 3.958 4.086 -1.880
44 C 5.015 -6.677 0.699
45 C 4.913 -5.517 1.491
46 C 3.756 -4.801 1.419
47 C 2.679 -5.263 0.658
48 C 2.725 -6.472 -0.023
49 C 3.946 -7.122 -0.064
50 As 1.027 -4.194 0.729
51 C -0.012 -5.662 1.537
52 C -0.028 -5.910 2.921
53 C -1.043 -6.640 3.462
54 C -2.061 -7.174 2.661
55 C -2.012 -6.983 1.279
56 C -1.014 -6.208 0.733
57 C -0.894 -5.739 -0.708
58 C -1.507 -6.325 -1.764
59 C -1.193 -5.941 -3.099
60 C -0.246 -4.924 -3.337
61 C 0.505 -4.427 -2.264
62 C 0.137 -4.808 -0.988
63 H 5.971 -7.253 0.748
64 H 5.750 -5.168 2.091
65 H 3.609 -3.919 2.048
66 H 1.823 -6.905 -0.447
67 H 4.110 -8.057 -0.542
68 H 0.856 -5.571 3.552
69 H -1.068 -6.731 4.504
70 H -2.902 -7.713 3.176
71 H -2.674 -7.505 0.627
72 H -2.291 -7.074 -1.603
73 H -1.778 -6.405 -3.925
74 H 0.055 -4.652 -4.381
75 H 1.324 -3.691 -2.331
76 N -4.273 1.174 1.549
77 C -4.439 0.465 0.391
78 C -5.586 -0.390 0.363
79 C -5.681 -1.293 -0.727
80 C -4.909 -1.019 -1.861
81 C -3.927 -0.007 -1.771
82 N -3.623 0.751 -0.678
83 H -4.589 0.745 2.373
84 H -3.403 1.634 1.661
85 H -6.277 -0.500 1.221
86 H -6.341 -2.150 -0.676
87 H -4.947 -1.634 -2.747
88 H -3.273 0.354 -2.557

Calculated total energy ... -9633.21497 Eh
Net charge ... -1
LUMO ... 2.381 eV
Spin multiplicity ... 1